Below is the ion C2H5N3S with charge +2, with properties calculated with the ωB97M-V functional and the def2-TZVPD basis.

```
11
C2H5N3S (the ωB97M-V functional and the def2-TZVPD basis)
H 0.41004 2.87920 -0.64114
H -1.33562 -0.60403 0.56531
C 0.44882 -1.11878 -0.17452
N -0.36660 -0.20174 0.29117
H -1.47639 1.56658 0.19420
H 0.08754 -2.04414 -0.31460
S 2.65630 0.31612 0.23629
C -0.36790 1.13617 0.05902
H 2.26866 -1.68490 -0.93621
N 0.52345 1.89287 -0.40200
N 1.73474 -0.91116 -0.32682
```

E = -17437.50352 eV
Lowest unoccupied orbital energy (alpha / beta) = -13.37 / -13.19 eV
Charge = +2
SMILES string = [H]/N=C/[NH+]=C\[NH+]=S
ΔE to the lowest compared entry with this formula, charge and spin = 238.83 kJ/mol

Atom charges from the Mulliken analysis, given in e for atoms 1 to 6: atom 1 (H): 0.330, atom 2 (H): 0.382, atom 3 (C): 0.092, atom 4 (N): -0.164, atom 5 (H): 0.349, atom 6 (H): 0.453


Below is an isolated molecule of C2H5N3S2, with properties calculated with the ωB97M-V functional and the def2-TZVPD basis.

```
12
C2H5N3S2 (the ωB97M-V functional and the def2-TZVPD basis)
H -1.48380 0.93916 1.65910
H -1.34098 0.24668 -2.05230
C 0.85399 -1.22688 -0.36640
S -1.73533 -0.90497 -1.15540
H -0.66896 -0.58883 1.41434
C 0.22760 0.99605 0.48989
H 1.88035 0.82551 -0.60428
N 1.16578 0.12521 -0.06427
N -0.34712 -1.65282 -0.58569
H 1.75214 -1.91319 -0.31726
N -0.66521 0.45744 1.26169
S 0.36153 2.69666 0.32060
```

E = -28294.06651 eV
Lowest unoccupied orbital energy = -0.13 eV
Charge = 0
SMILES string = NC(=S)N/C=N\S
ΔE to the lowest compared entry with this formula, charge and spin = 250.96 kJ/mol

Atom charges from the Mulliken analysis, given in e for atoms 1 to 6: atom 1 (H): 0.202, atom 2 (H): 0.167, atom 3 (C): 0.062, atom 4 (S): -0.094, atom 5 (H): 0.300, atom 6 (C): 0.144


Below is a structure of composition C2H5N3S2, with properties calculated with the ωB97M-V functional and the def2-TZVPD basis.

```
12
C2H5N3S2 (the ωB97M-V functional and the def2-TZVPD basis)
H -2.77506 -1.04760 1.41484
N -2.59789 -0.26490 0.81102
H 2.99121 0.27139 0.80817
N -0.74414 1.34791 0.07379
H -1.38271 2.05827 -0.38420
N 2.44850 -0.43572 0.28408
C 1.37429 -0.03314 -0.29283
S -1.11484 -0.12827 0.80374
H -0.21438 -0.54025 -1.63347
C 0.49602 -0.93502 -0.90844
S 0.86071 1.67608 -0.07843
H 0.65827 -1.96874 -0.89826
```

E = -28291.42103 eV
Lowest unoccupied orbital energy (alpha / beta) = -0.52 / -0.61 eV
Charge = 0
ΔE to the lowest compared entry with this formula, charge and spin = 506.21 kJ/mol

Atom charges from the Mulliken analysis, given in e for atoms 1 to 6: atom 1 (H): 0.284, atom 2 (N): -0.503, atom 3 (H): 0.238, atom 4 (N): -0.238, atom 5 (H): 0.301, atom 6 (N): -0.667


Below is an isolated molecule of C2H5N3S2, with properties calculated with the ωB97M-V functional and the def2-TZVPD basis.

```
12
C2H5N3S2 (the ωB97M-V functional and the def2-TZVPD basis)
H -0.11539 -1.18909 1.36784
N -1.42553 -0.00684 2.60455
S -0.75649 -1.57711 -1.16969
N -0.61593 0.59773 0.56918
C 0.45347 0.59377 -0.24731
H -1.42136 -0.61745 -1.88106
N 0.67394 -0.72929 -0.68399
H -0.52026 1.63122 0.86630
C -0.75273 -0.31945 1.60715
S 1.59887 1.67003 -0.58134
H 1.64746 -1.08857 -1.06431
H -1.70045 -0.90001 3.14048
```

E = -28293.90189 eV
Lowest unoccupied orbital energy = 0.13 eV
Charge = 0
SMILES string = [H]/N=C/NC(=S)NS
ΔE to the lowest compared entry with this formula, charge and spin = 266.85 kJ/mol

Atom charges from the Mulliken analysis, given in e for atoms 1 to 6: atom 1 (H): 0.353, atom 2 (N): -0.597, atom 3 (S): -0.139, atom 4 (N): -0.278, atom 5 (C): 0.292, atom 6 (H): 0.167


Below is a cluster of 2 separate species, C2H5N4O2 in total, with properties calculated with the ωB97M-V functional and the def2-TZVPD basis.

```
13
C2H5N4O2 (the ωB97M-V functional and the def2-TZVPD basis)
C 0.11549 1.43346 0.16505
O -1.50972 -3.48206 0.13083
N -0.63186 0.97165 -2.02532
H -1.34326 0.22701 -1.98012
H 1.73642 0.32237 1.13562
H -2.00816 -1.64156 -1.20843
H 0.15278 0.41234 1.87697
N -1.39715 -1.31013 -0.40063
N -0.11355 0.89628 -0.88585
H 1.26636 1.93793 1.88593
N -1.06522 -2.32430 0.32305
O -0.33444 -2.09970 1.29318
C 0.91744 1.06128 1.34401
```

E = -12205.22240 eV
Lowest unoccupied orbital energy = 3.69 eV
Charge = -1
ΔE to the lowest compared entry with this formula, charge and spin = 212.37 kJ/mol

Atom charges from the Mulliken analysis, given in e for atoms 1 to 6: atom 1 (C): 0.155, atom 2 (O): -0.752, atom 3 (N): -1.057, atom 4 (H): 0.341, atom 5 (H): 0.234, atom 6 (H): 0.174


Below is a cluster of 2 separate species, C2H5N4O2S2 in total, with properties calculated with the ωB97M-V functional and the def2-TZVPD basis.

```
15
C2H5N4O2S2 (the ωB97M-V functional and the def2-TZVPD basis)
S 0.84622 -1.64525 -0.66254
H -0.18153 1.58097 3.57439
C -0.43499 0.30276 -1.58466
S -0.97435 -0.00552 1.20679
H -1.17815 1.13470 -1.53760
O -2.01551 -0.97930 0.95330
H 0.94578 1.81527 2.45695
N 0.80023 1.85833 3.44702
N 1.14613 -2.28320 -3.15461
N 0.48959 -1.50979 -2.39890
O -1.54212 1.37205 1.10169
C 0.01332 -0.16098 -0.36693
H 1.27342 1.09983 3.83603
N -0.12657 -0.45565 -2.67024
H 0.93855 -2.12422 -4.20069
```

E = -33878.89722 eV
Lowest unoccupied orbital energy = 3.32 eV
Charge = -1
ΔE to the lowest compared entry with this formula, charge and spin = 35.76 kJ/mol

Atom charges from the Mulliken analysis, given in e for atoms 1 to 6: atom 1 (S): -0.114, atom 2 (H): 0.288, atom 3 (C): -0.256, atom 4 (S): 0.447, atom 5 (H): 0.364, atom 6 (O): -0.584


Question: Look up the ΔE to the lowest compared entry with this formula, charge and spin of the fifth one.
Answer: 212.37 kJ/mol